Record 1
This record from OMol25 describes C18H26Br2Cl3N3O4RbS2 as an isolated structure. The level of theory is ωB97M-V/def2-TZVPD.

ORCA input file:
```
! wB97M-V def2-TZVPD RIJCOSX def2/J DEFGRID3
* xyz -1 1
Rb -0.0853 -0.4370 -0.4580
Br -3.0822 1.2923 -0.6124
C -2.3318 2.8084 -1.5189
Br -0.4111 2.9458 -1.3385
H -2.7579 3.7018 -1.0840
H -2.5510 2.7207 -2.5742
C 7.5562 -1.2308 -1.6677
C 7.4695 -0.6568 -3.0866
C 8.5354 0.4331 -3.2496
C 7.8010 -1.7821 -4.0756
C 6.0623 -0.0517 -3.3916
O 6.0933 0.3064 -4.7711
C 5.7658 1.1846 -2.4979
C 6.0327 2.5475 -3.1567
C 4.9450 3.0193 -4.0906
C 3.6860 3.3541 -3.6012
C 2.6786 3.7943 -4.4456
C 2.9350 3.8964 -5.8006
Cl 1.6623 4.4227 -6.8742
C 4.1769 3.5782 -6.3197
C 5.1730 3.1473 -5.4570
C 4.9844 -1.1306 -3.1697
N 3.6306 -0.6663 -3.4241
C 2.6091 -0.6745 -2.5697
N 1.5147 -0.2097 -3.1662
C 1.9562 0.0790 -4.4142
N 3.2301 -0.1809 -4.6242
H 8.5807 -1.5603 -1.4814
H 6.9095 -2.0980 -1.5308
H 7.3030 -0.5036 -0.8961
H 9.5256 -0.0049 -3.1071
H 8.4219 1.2306 -2.5133
H 8.4956 0.8703 -4.2479
H 8.8254 -2.1191 -3.9016
H 7.7172 -1.4383 -5.1050
H 7.1528 -2.6497 -3.9448
H 5.1755 0.3725 -5.0876
H 6.3626 1.1171 -1.5892
H 4.7288 1.1635 -2.1559
H 6.9782 2.5278 -3.6962
H 6.1380 3.2848 -2.3551
H 3.4828 3.2636 -2.5392
H 1.7002 4.0425 -4.0613
H 4.3582 3.6611 -7.3826
H 6.1435 2.8783 -5.8553
H 4.9782 -1.4703 -2.1343
H 5.1764 -1.9812 -3.8218
H 2.7125 -1.0597 -1.5481
H 1.3306 0.4912 -5.1899
Cl -1.9494 -1.0277 2.3404
C -0.6635 -1.9677 3.1838
Cl -1.2548 -2.5316 4.7540
H 0.1889 -1.3132 3.3148
H -0.4031 -2.8089 2.5545
O 1.6129 -0.5946 1.5368
S 2.0397 -1.9719 1.1435
O 0.8349 -2.6675 0.5947
O 3.0772 -1.8736 0.0883
S 2.7172 -2.9487 2.7393
*
```

Kohn-Sham gap ... 5.19 eV
E_HOMO ... -3.7 eV

Results of the Löwdin charge analysis, in e, for atoms 1 through 2: atom 1 (Rb): 0.790, atom 2 (Br): 0.587

Record 2
This record from OMol25 describes C18H26CdN7O4S2 as an isolated structure at a distorted geometry. The level of theory is ωB97M-V/def2-TZVPD.

ORCA input file:
```
! wB97M-V def2-TZVPD RIJCOSX def2/J DEFGRID3
* xyz 1 1
Cd -0.1595 0.0190 0.0150
C -3.3679 -4.6902 0.8305
C -2.6156 -3.7579 1.7002
N -2.6331 -3.7379 2.9874
N -1.8044 -2.7166 3.3334
C -1.2390 -2.1080 2.2863
S -0.1237 -0.8528 2.3600
N -1.7648 -2.7710 1.2224
N -1.4819 -2.4673 -0.1008
H -3.9229 -5.3789 1.4606
H -2.6898 -5.2617 0.1946
H -4.0681 -4.1458 0.1955
H -1.6468 -2.4964 4.3017
H -2.2321 -1.8828 -0.4652
H -1.4258 -3.3255 -0.6329
C 2.6850 1.2838 2.4635
C 2.9099 0.2261 1.3943
O 2.2727 0.5414 0.1463
C 2.8625 1.6989 -0.4701
C 2.5441 1.7475 -1.9498
H 2.9900 0.8902 3.4325
H 1.6277 1.5540 2.5144
H 3.2650 2.1838 2.2643
H 2.4895 -0.7247 1.7110
H 3.9775 0.0787 1.2077
H 3.9459 1.6372 -0.3348
H 2.4952 2.6014 0.0238
H 2.7852 0.7938 -2.4171
H 3.1466 2.5292 -2.4111
H 1.4933 1.9815 -2.1184
C -3.5745 1.8474 1.4844
S -2.4900 1.3936 0.1523
O -2.4674 -0.0919 0.1239
O -2.9679 1.9763 -1.0749
O -1.1190 1.8515 0.5080
H -4.5918 1.7242 1.1217
H -3.3839 2.8833 1.7526
H -3.3701 1.1830 2.3196
N -2.4332 4.2115 -9.5124
C -2.1392 3.5637 -8.6104
C -1.7459 2.7635 -7.4898
C -1.9915 3.2015 -6.1908
C -1.5699 2.4501 -5.1109
C -0.9012 1.2495 -5.3222
C -0.6796 0.7950 -6.6169
C -1.0954 1.5497 -7.6970
N -0.4440 0.4850 -4.2097
C 0.4221 -0.5885 -4.2447
C 0.5767 -0.9977 -2.9614
N -0.1838 -0.1980 -2.1384
C -0.7801 0.6847 -2.9200
H -2.5110 4.1358 -6.0309
H -1.7678 2.8063 -4.1091
H -0.1965 -0.1536 -6.7983
H -0.9195 1.1967 -8.7032
H 0.8763 -0.9591 -5.1438
H 1.1701 -1.8063 -2.5696
H -1.4814 1.4215 -2.5617
*
```

Kohn-Sham gap ... 9.37 eV
E_HOMO ... -11.8 eV

Results of the Löwdin charge analysis, in e, for atoms 1 through 2: atom 1 (Cd): 1.284, atom 2 (C): 0.009

Record 3
This record from OMol25 describes C18H26ClF2IO12S as an isolated structure at a distorted geometry. The level of theory is ωB97M-V/def2-TZVPD.

ORCA input file:
```
! wB97M-V def2-TZVPD RIJCOSX def2/J DEFGRID3
* xyz 0 1
C -3.2872 -3.3057 2.2772
C -4.1338 -2.6278 1.2089
O -5.2893 -2.7620 1.2365
O -3.6166 -1.8136 0.2315
C -2.5353 -2.4034 -0.4980
C -1.4416 -1.3470 -0.7310
C -0.5161 -1.1017 0.4906
C 0.5645 -2.2119 0.3844
C 1.4973 -2.3049 1.6195
C 2.8418 -2.9354 1.1912
Cl 0.6759 -3.3053 2.8761
O -1.2610 -1.0940 1.7354
S -1.8447 0.4274 1.8486
O -1.5690 1.0220 3.1055
O -3.2043 0.6299 1.5090
O -0.9597 1.1763 0.6718
C 0.1805 0.2708 0.5741
C 1.2400 0.6242 -0.4517
C 2.5814 1.0546 0.1997
C 2.6203 2.5747 0.4763
I 4.2120 0.6004 -1.1694
H -2.2656 -3.5167 1.9438
H -3.2025 -2.7226 3.1980
H -3.7813 -4.2511 2.5089
H -2.1723 -3.3480 -0.0812
H -2.9382 -2.6462 -1.4938
H -0.8397 -1.5446 -1.6229
H -1.9709 -0.3971 -0.9088
H 0.0420 -3.1760 0.3390
H 1.1683 -2.0969 -0.5172
H 1.7371 -1.3271 2.0429
H 3.2949 -2.2415 0.4726
H 2.5984 -3.8718 0.6745
H 3.4793 -3.1356 2.0533
H 0.5643 0.3325 1.6075
H 1.4206 -0.1552 -1.1948
H 0.9051 1.4988 -1.0274
H 2.7790 0.4669 1.0986
H 1.6135 2.9952 0.5787
H 3.2109 2.7708 1.3783
H 3.1464 3.1076 -0.3204
C -5.4732 -0.5963 -2.3036
C -6.9411 -0.2886 -2.4170
O -7.1497 -0.2794 -3.8197
C -6.2268 -1.1345 -4.3536
O -6.2741 -1.5725 -5.4528
O -5.2488 -1.4212 -3.4519
F -7.2314 0.9387 -1.9225
H -4.8545 0.3004 -2.3751
H -5.2240 -1.1237 -1.3856
H -7.5953 -1.0302 -1.9552
C 6.9651 5.4172 -0.7412
C 6.1414 5.4210 0.5199
O 5.9472 4.0422 0.7693
C 7.0338 3.3963 0.2415
O 7.3341 2.2807 0.4907
O 7.7212 4.2128 -0.6025
F 4.9340 6.0058 0.3230
H 6.3465 5.3574 -1.6384
H 7.6188 6.2831 -0.8200
H 6.6322 5.8817 1.3794
*
```

Kohn-Sham gap ... 10.10 eV
E_HOMO ... -10.0 eV

Results of the Löwdin charge analysis, in e, for atoms 1 through 2: atom 1 (C): 0.023, atom 2 (C): -0.530

Record 4
This record from OMol25 describes one molecule with the formula C18H26ClN5S at a distorted geometry. The level of theory is ωB97M-V/def2-TZVPD.

ORCA input file:
```
! wB97M-V def2-TZVPD RIJCOSX def2/J DEFGRID3
* xyz 0 1
C -2.4698 -1.9815 -2.5673
H -2.4492 -0.9011 -2.6856
H -3.0408 -2.4104 -3.3856
H -1.4508 -2.3587 -2.6185
C -3.1222 -2.3487 -1.2377
N -2.4055 -1.7855 -0.1222
C -2.5139 -0.5093 0.3600
N -1.7255 -0.3350 1.3853
N -1.0726 -1.4877 1.5902
C -1.4654 -2.3514 0.6984
C -0.8825 -3.7221 0.5671
N 0.4724 -3.7572 1.0746
C 1.4130 -2.8612 0.5870
C 1.3572 -2.3376 -0.7049
C 2.3479 -1.4965 -1.1748
C 3.4156 -1.1689 -0.3586
C 3.4970 -1.6800 0.9268
C 2.5023 -2.5146 1.3903
H 2.5596 -2.9045 2.3957
H 4.3291 -1.4173 1.5610
Cl 4.6575 -0.1155 -0.9473
H 2.2890 -1.0940 -2.1744
H 0.5372 -2.5824 -1.3610
H 0.5022 -3.8137 2.0837
H -1.4759 -4.4454 1.1354
H -0.8867 -4.0359 -0.4817
S -3.5361 0.6990 -0.3553
C -2.7102 2.1535 0.3569
H -2.5957 1.9586 1.4207
C -1.3469 2.3929 -0.2986
N -0.5311 3.1859 0.5950
C 0.2287 2.3872 1.5458
C 1.4698 1.7244 0.9361
C 2.3565 2.7717 0.2689
C 1.5377 3.5647 -0.7462
C 0.3146 4.1715 -0.0490
H -0.2913 4.7409 -0.7588
H 0.6548 4.8605 0.7314
H 2.1409 4.3595 -1.1889
H 1.2085 2.9016 -1.5500
H 3.2065 2.2921 -0.2196
H 2.7452 3.4546 1.0288
H 1.1658 0.9772 0.1992
H 2.0172 1.1980 1.7187
H -0.4258 1.6185 1.9595
H 0.5365 3.0574 2.3544
H -1.4903 2.9243 -1.2427
H -0.8880 1.4198 -0.5280
H -3.3859 2.9926 0.2045
H -4.1430 -1.9566 -1.2093
H -3.1577 -3.4336 -1.1094
*
```

SMILES string ... CCn1c(CNc2ccc(Cl)cc2)nnc1SCCN1CCCCC1
Kohn-Sham gap ... 8.41 eV
E_HOMO ... -7.9 eV

Results of the Löwdin charge analysis, in e, for atoms 1 through 2: atom 1 (C): -0.063, atom 2 (H): 0.062

Record 5
This record from OMol25 describes a 6-piece molecular cluster, C18H26F5O15 overall at a distorted geometry. The level of theory is ωB97M-V/def2-TZVPD.

ORCA input file:
```
! wB97M-V def2-TZVPD RIJCOSX def2/J DEFGRID3
* xyz -1 1
F -0.8157 0.9589 2.1706
C 0.1983 -0.8666 4.6623
C -0.1779 -1.9033 3.6395
O -1.1575 -2.6146 4.1814
C -1.1429 -2.3917 5.5322
O -1.8964 -2.9226 6.3036
O -0.2727 -1.4701 5.8253
F 1.0643 -2.5797 3.5477
H -0.6207 -0.0791 4.5874
H 1.1618 -0.5052 4.5491
H -0.2999 -1.4150 2.6681
C -3.2357 2.4015 3.1685
C -2.1855 3.3156 3.6758
O -2.6300 3.7319 4.8968
C -3.8170 3.2597 5.1339
O -4.5723 3.4160 6.1542
O -4.2306 2.5920 4.1806
F -1.9615 4.3341 2.8511
H -3.0637 1.3570 3.0916
H -3.8127 2.6838 2.2693
H -1.1926 2.6644 3.8946
C 2.8642 0.9506 2.4032
C 2.4731 1.5974 1.1151
O 3.1249 0.6567 0.2794
C 3.3741 -0.5827 0.9438
O 3.7094 -1.5537 0.2930
O 3.1433 -0.3976 2.2076
F 2.9501 2.8335 1.0067
H 1.9614 0.9810 3.0105
H 3.4773 1.6290 2.9069
H 1.4097 1.6232 1.0530
C -0.5367 3.9583 -0.1844
C -1.6862 2.9740 -0.4823
O -1.5383 2.7480 -1.8881
C -0.2971 2.9644 -2.1741
O 0.0948 2.6502 -3.3452
O 0.3403 3.7769 -1.3207
F -2.8313 3.7345 -0.2868
H -0.0936 3.6758 0.8058
H -0.8356 4.9876 -0.1526
H -1.7232 1.9376 0.0869
C 1.4855 -4.4712 -7.6855
O 0.4771 -4.4271 -6.6620
C 0.4474 -3.0263 -6.0716
C 1.0377 -3.1829 -4.6915
O 1.0639 -2.0089 -4.1230
C 1.7883 -1.8931 -2.9540
C 0.8845 -0.9008 -2.0932
O -0.4343 -1.5258 -1.8984
C -1.3042 -0.7839 -1.0602
H 1.5039 -5.3814 -8.1111
H 2.2328 -4.6231 -6.9581
H 1.4495 -3.7240 -8.4472
H -0.4612 -2.8741 -5.9958
H 0.9629 -2.0452 -6.4895
H 1.8323 -3.7254 -4.8788
H 0.5382 -3.9748 -4.1438
H 2.7904 -1.4969 -2.9907
H 1.7459 -2.7043 -2.1521
H 0.8107 -0.0251 -2.5421
H 1.3752 -0.8759 -1.2196
H -1.1655 -0.7326 0.0089
H -2.4127 -1.1306 -0.9393
H -1.3674 0.4217 -1.1627
*
```

Kohn-Sham gap ... 9.68 eV
E_HOMO ... -7.3 eV

Results of the Löwdin charge analysis, in e, for atoms 1 through 2: atom 1 (F): -0.578, atom 2 (C): -0.073

Record 6
This record from OMol25 describes a 2-piece molecular cluster, C18H26FN2O2 overall at a distorted geometry. The level of theory is ωB97M-V/def2-TZVPD.

ORCA input file:
```
! wB97M-V def2-TZVPD RIJCOSX def2/J DEFGRID3
* xyz 1 1
C 1.8466 -3.0045 -0.2179
C 3.1964 -3.0445 0.6318
C 4.2442 -4.2171 0.5796
F 4.0098 -5.3237 -0.2849
C 5.5472 -4.1385 1.4591
C 5.8336 -2.9448 2.4362
C 4.8050 -1.7921 2.4974
C 3.5467 -1.8813 1.5847
C 2.8137 -0.5090 1.9150
O 1.9676 0.0251 1.1584
N 3.3317 0.0397 3.2103
C 4.7488 -0.4464 3.3424
O 5.6139 0.1504 4.0063
H 1.7040 -4.0146 -0.7294
H 1.8458 -2.1104 -0.9258
H 0.9860 -2.9043 0.5491
H 6.3083 -4.9928 1.3855
H 6.7683 -2.9067 3.0836
H 2.7790 -0.5257 3.8768
C -5.4727 1.8713 -0.7601
C -4.2783 2.5346 -0.0859
C -3.2046 3.0402 -1.0563
C -2.6885 2.0814 -2.1255
N -1.6540 1.0287 -1.7199
C -0.3170 1.6368 -1.3022
C -0.3693 1.7384 0.2067
C -1.2790 0.6126 0.6637
C -2.0584 0.1330 -0.5551
C -1.4358 0.1603 -2.9543
H -5.1930 0.9481 -1.2736
H -6.2250 1.6078 -0.0133
H -5.9371 2.5439 -1.4858
H -3.8516 1.8559 0.6545
H -4.6452 3.3941 0.4854
H -2.3838 3.4885 -0.4941
H -3.6564 3.8807 -1.5978
H -2.2040 2.6728 -2.9089
H -3.5153 1.5484 -2.6012
H 0.4726 0.9418 -1.6016
H -0.1711 2.5921 -1.8093
H -0.7630 2.7049 0.5256
H 0.6281 1.6560 0.6459
H -1.9426 0.9462 1.4646
H -0.6923 -0.2127 1.0768
H -3.1403 0.1381 -0.4411
H -1.7584 -0.8913 -0.7952
H -1.0913 0.8012 -3.7674
H -2.3845 -0.3156 -3.2083
H -0.6848 -0.5967 -2.7246
*
```

Kohn-Sham gap ... 8.45 eV
E_HOMO ... -11.7 eV

Results of the Löwdin charge analysis, in e, for atoms 1 through 2: atom 1 (C): -0.066, atom 2 (C): -0.078

Record 7
This record from OMol25 describes one molecule with the formula C18H26N2O4. The level of theory is ωB97M-V/def2-TZVPD.

ORCA input file:
```
! wB97M-V def2-TZVPD RIJCOSX def2/J DEFGRID3
* xyz 0 1
C 1.1492 1.0515 -5.8568
C 1.6858 -0.2797 -6.3687
C 1.8123 -1.3353 -5.2695
C 0.4626 -1.8039 -4.7154
O -0.1702 -0.8588 -3.8747
C 0.2945 -0.6398 -2.6242
C -0.3172 0.4108 -1.9312
C 0.0605 0.7131 -0.6453
C 1.0478 -0.0303 0.0043
C 1.6633 -1.0663 -0.6896
C 1.2990 -1.3683 -1.9886
H 1.8066 -2.1744 -2.4944
H 2.4635 -1.6339 -0.2365
C 1.3967 0.3494 1.3936
O 1.1833 1.4726 1.8351
N 1.9630 -0.6191 2.1507
H 1.9429 -1.5720 1.8275
C 2.3328 -0.4018 3.5347
H 3.0658 -1.1532 3.8288
H 2.7658 0.5983 3.6193
C 1.1013 -0.5068 4.4546
O 0.9131 -1.4517 5.1901
N 0.2904 0.5584 4.3327
H 0.5060 1.2223 3.5922
C -1.0212 0.6106 4.9281
H -1.0116 -0.0027 5.8315
H -1.2516 1.6448 5.1959
C -2.1063 0.0693 3.9748
C -2.1747 0.8575 2.6494
H -1.7965 0.2747 1.8119
C -3.6610 1.1900 2.5066
H -3.8392 2.1374 2.0036
C -4.1082 1.2051 3.9670
H -5.1697 0.9982 4.1075
H -3.8662 2.1706 4.4360
O -3.3856 0.1600 4.5822
H -4.1804 0.3962 1.9694
H -1.5868 1.7730 2.7234
H -1.9082 -0.9958 3.8022
H -0.3997 1.5327 -0.1148
H -1.0864 0.9747 -2.4345
H -0.2439 -1.9499 -5.5373
H 0.5772 -2.7603 -4.1898
H 2.4171 -0.9316 -4.4549
H 2.3269 -2.2101 -5.6731
H 1.0310 -0.6588 -7.1567
H 2.6739 -0.1223 -6.8078
H 0.1457 0.9343 -5.4583
H 1.7885 1.4415 -5.0671
H 1.1179 1.7797 -6.6640
*
```

SMILES string ... CCCCOc1ccc(C(=O)NCC(=O)NC[C@@H]2CCCO2)cc1
Kohn-Sham gap ... 9.49 eV
E_HOMO ... -8.9 eV

Results of the Löwdin charge analysis, in e, for atoms 1 through 2: atom 1 (C): -0.103, atom 2 (C): -0.257

Record 8
This record from OMol25 describes one molecule with the formula C18H26N4O6S. The level of theory is ωB97M-V/def2-TZVPD.

ORCA input file:
```
! wB97M-V def2-TZVPD RIJCOSX def2/J DEFGRID3
* xyz 0 1
C 0.7751 2.2009 -2.0143
N 0.5921 0.7791 -2.2724
C 1.6669 0.0333 -2.9193
C 2.5360 -0.7710 -1.9527
C 3.4380 0.1003 -1.0856
N 3.9152 -0.6166 0.0989
C 4.0018 0.0036 1.3353
O 5.0038 -0.0441 2.0157
C 2.7932 0.7351 1.7889
C 2.7866 1.7428 2.7046
N 1.5652 2.2961 2.9695
C 0.6474 1.7189 2.2597
C -0.7822 2.1605 2.2216
O -0.9423 3.0929 1.1827
C -2.3040 2.9906 0.7602
C -2.7737 1.6297 1.2970
O -1.6017 1.0705 1.9033
S 1.1876 0.4472 1.2383
C -0.6168 0.2228 -1.9696
O -1.5099 0.8654 -1.4432
C -0.8405 -1.2290 -2.3693
C -2.0801 -1.8366 -1.7308
N -2.0062 -1.9747 -0.2828
C -0.8660 -2.6816 0.2807
C -0.8892 -2.6387 1.7933
O -2.1485 -3.0636 2.2680
C -3.1205 -2.1050 1.9107
C -3.1415 -1.7455 0.4353
O -4.1475 -1.2483 -0.0424
H -0.2008 2.6716 -1.9412
H 1.2986 2.3904 -1.0746
H 1.3367 2.6486 -2.8345
H 1.2495 -0.6304 -3.6765
H 2.2830 0.7556 -3.4596
H 1.8956 -1.3562 -1.2897
H 3.1389 -1.4856 -2.5206
H 4.2892 0.4656 -1.6681
H 2.8920 0.9796 -0.7533
H 4.7660 -1.1392 -0.0656
H 3.6703 2.1046 3.2084
H -1.0600 2.6048 3.1884
H -2.8859 3.8168 1.1758
H -2.3202 3.0285 -0.3255
H -3.5578 1.7380 2.0507
H -3.1025 0.9588 0.5097
H -0.9882 -1.2487 -3.4541
H 0.0417 -1.8394 -2.1816
H -2.9494 -1.2206 -1.9402
H -2.2447 -2.8246 -2.1779
H -0.8614 -3.7224 -0.0662
H 0.0598 -2.2102 -0.0605
H -0.1361 -3.3132 2.1983
H -0.6809 -1.6224 2.1480
H -4.0986 -2.5112 2.1554
H -2.9732 -1.1740 2.4737
*
```

SMILES string ... CN(CCCNC(=O)c1cnc(C2OCCO2)s1)C(=O)CCN1CCOCC1=O
Kohn-Sham gap ... 9.48 eV
E_HOMO ... -9.3 eV

Results of the Löwdin charge analysis, in e, for atoms 1 through 2: atom 1 (C): -0.025, atom 2 (N): -0.091

E values (in a.u.) by entry order: -8515.94190 -2349.70422 -2960.15057 -1833.65858 -2329.22411 -1060.94041 -1112.00003 -1770.17649.